[1]
{
  "formula": "C32H65N3O13PS",
  "method": "ωB97M-V/def2-TZVPD",
  "species": ["C", "C", "C", "C", "N", "C", "N", "C", "C", "C", "C", "C", "N", "P", "C", "C", "C", "C", "C", "C", "C", "C", "O", "C", "C", "C", "C", "C", "S", "O", "O", "O", "H", "H", "H", "H", "H", "H", "H", "H", "H", "H", "H", "H", "H", "H", "H", "H", "H", "H", "H", "H", "H", "H", "H", "H", "H", "H", "H", "H", "H", "H", "H", "H", "H", "H", "H", "H", "H", "H", "H", "H", "H", "H", "H", "H", "H", "H", "H", "C", "O", "C", "O", "O", "C", "H", "H", "H", "H", "H", "H", "C", "O", "C", "O", "O", "C", "H", "H", "H", "H", "H", "H", "C", "O", "C", "O", "O", "C", "H", "H", "H", "H", "H", "H"],
  "xyz": [[3.020, -1.349, 3.777], [2.875, -0.442, 2.795], [3.014, -0.821, 1.345], [1.660, -0.705, 0.641], [0.650, -1.558, 1.293], [-0.365, -1.984, 0.505], [-1.632, -1.690, 0.717], [-2.122, -0.897, 1.849], [-3.420, -0.189, 1.520], [-4.585, -1.138, 1.125], [-4.835, -1.071, -0.402], [-5.826, -0.718, 1.911], [-0.051, -2.764, -0.601], [-0.300, -4.467, -0.084], [0.223, -4.690, 1.677], [0.822, -6.111, 1.752], [-2.099, -4.812, -0.172], [-2.430, -5.898, -1.209], [1.374, -2.563, -0.976], [1.794, -3.257, -2.306], [0.687, -3.764, -3.248], [1.129, -3.504, -4.707], [0.581, -5.173, -3.092], [1.788, -1.092, -0.857], [0.965, -0.052, -1.679], [0.130, -0.570, -2.846], [-0.451, 0.554, -3.717], [-1.473, 1.456, -3.000], [-0.864, 3.103, -2.709], [-1.989, 3.995, -2.675], [0.139, 3.456, -3.658], [-0.229, 3.060, -1.241], [2.595, -1.210, 4.761], [3.563, -2.258, 3.548], [2.640, 0.591, 3.031], [3.654, -0.083, 0.853], [3.452, -1.810, 1.224], [1.358, 0.338, 0.744], [0.374, -1.234, 2.210], [-2.320, -2.039, 0.070], [-2.305, -1.577, 2.684], [-1.376, -0.165, 2.151], [-3.710, 0.325, 2.437], [-3.249, 0.597, 0.785], [-4.316, -2.142, 1.465], [-4.962, -2.071, -0.813], [-5.713, -0.461, -0.593], [-3.972, -0.620, -0.892], [-5.676, -0.852, 2.982], [-6.668, -1.350, 1.632], [-6.058, 0.329, 1.728], [0.992, -3.993, 1.995], [-0.648, -4.671, 2.334], [0.129, -6.869, 1.396], [1.676, -6.144, 1.076], [1.176, -6.310, 2.759], [-2.462, -5.138, 0.805], [-2.693, -3.928, -0.405], [-1.679, -5.980, -1.991], [-2.568, -6.877, -0.760], [-3.368, -5.638, -1.698], [1.943, -3.089, -0.200], [2.400, -2.542, -2.858], [2.438, -4.100, -2.075], [-0.261, -3.244, -3.122], [1.873, -4.267, -4.945], [1.602, -2.537, -4.848], [0.303, -3.658, -5.400], [0.296, -5.563, -3.919], [2.835, -1.005, -1.129], [1.645, 0.705, -2.072], [0.295, 0.496, -1.012], [0.789, -1.123, -3.510], [-0.701, -1.192, -2.518], [0.362, 1.118, -4.168], [-0.971, 0.049, -4.531], [-1.818, 0.983, -2.082], [-2.335, 1.577, -3.649], [-0.862, 3.541, -0.689], [5.900, 0.117, -5.090], [5.588, -1.190, -4.596], [6.565, -2.084, -4.772], [7.626, -1.870, -5.288], [6.156, -3.251, -4.275], [7.117, -4.306, -4.400], [5.032, 0.738, -4.888], [6.766, 0.526, -4.574], [6.081, 0.089, -6.163], [8.027, -4.062, -3.857], [7.343, -4.498, -5.446], [6.661, -5.189, -3.961], [-4.164, 3.069, 5.795], [-3.406, 3.184, 4.585], [-3.444, 4.400, 4.034], [-4.032, 5.351, 4.463], [-2.701, 4.367, 2.926], [-2.608, 5.619, 2.240], [-4.046, 2.044, 6.135], [-3.781, 3.748, 6.554], [-5.217, 3.269, 5.609], [-2.136, 6.370, 2.871], [-3.588, 5.960, 1.914], [-1.987, 5.457, 1.362], [-0.209, 11.543, 4.220], [-0.528, 10.201, 3.838], [0.527, 9.409, 3.692], [1.676, 9.717, 3.849], [0.089, 8.196, 3.338], [1.128, 7.237, 3.145], [-1.153, 12.072, 4.301], [0.299, 11.557, 5.182], [0.410, 12.020, 3.462], [1.688, 7.083, 4.066], [1.798, 7.547, 2.346], [0.643, 6.306, 2.863]],
  "mulliken_charge": [-0.7825, -0.3972, -0.7941, -1.1777, 1.0159, -2.6302, 0.8803, -0.7243, -1.3994, 1.0550, -1.0619, -1.9058, 1.6521, -0.0587, -0.3688, -1.3683, 0.1266, -1.3483, 0.2087, -2.3701, 0.8466, -1.8113, -0.5527, -0.5915, -1.1707, 0.7384, -1.5921, -0.1861, 1.2976, -0.6863, -0.6325, -0.4007, 0.3082, 0.2858, 0.4351, 0.4450, 0.2827, 0.5495, 0.6177, -0.0189, 0.2375, 0.5562, 0.4274, 0.2997, 0.1442, 0.2477, 0.4602, 0.0601, 0.4476, 0.4273, 0.4506, 0.0358, 0.3949, 0.3657, 0.3748, 0.3913, 0.5820, -0.2834, 0.2482, 0.3510, 0.4168, 1.2934, 0.6195, 0.5229, 0.0901, 0.5182, 0.3866, 0.3995, 0.3768, 1.4102, 0.5883, 0.1768, -0.4691, 0.1222, 0.7473, 0.3983, -0.3974, 0.5675, 0.2950, -0.6585, -0.1930, 0.6697, -0.5388, -0.2252, -0.6635, 0.1763, 0.3160, 0.3064, 0.3053, 0.3024, 0.2011, -0.6942, -0.2712, 0.6931, -0.5247, -0.2018, -0.5429, 0.2113, 0.3141, 0.3226, 0.2770, 0.3397, 0.0687, -0.6364, -0.3064, 0.7163, -0.5367, -0.1792, -0.6141, 0.2191, 0.2962, 0.2955, 0.3295, 0.3190, 0.1105],
  "total_energy_ha": -3139.98241,
  "total_charge": 1,
  "max_force_ev_per_a": 2.2
}


[2]
{
  "formula": "C32H66As3N2O6SSi4TcTe",
  "method": "ωB97M-V/def2-TZVPD",
  "species": ["Tc", "O", "C", "C", "C", "C", "N", "C", "C", "C", "C", "C", "C", "O", "C", "C", "N", "H", "H", "H", "H", "H", "H", "H", "H", "H", "H", "H", "H", "C", "As", "C", "C", "C", "C", "C", "As", "C", "C", "C", "As", "C", "C", "H", "H", "H", "H", "H", "H", "H", "H", "H", "H", "H", "H", "H", "H", "H", "H", "H", "H", "H", "H", "H", "H", "H", "H", "H", "H", "H", "O", "S", "O", "O", "O", "C", "Si", "C", "C", "Si", "Te", "Si", "C", "C", "C", "Si", "C", "C", "C", "H", "H", "H", "H", "H", "H", "H", "H", "H", "H", "H", "H", "H", "H", "H", "H", "H", "H", "H", "H", "H", "H", "H", "H", "H", "H", "H"],
  "xyz": [[-0.236, -0.262, -0.704], [6.130, 2.196, -2.034], [6.004, 0.859, -1.609], [4.545, 0.525, -1.482], [4.134, -0.662, -0.886], [2.790, -0.931, -0.750], [1.843, -0.095, -1.195], [2.234, 1.067, -1.761], [3.568, 1.405, -1.924], [1.131, 1.993, -2.093], [1.290, 3.176, -2.795], [0.185, 3.987, -3.022], [0.330, 5.280, -3.786], [1.414, 5.278, -4.684], [-1.045, 3.580, -2.517], [-1.141, 2.385, -1.833], [-0.076, 1.599, -1.637], [7.062, 2.422, -2.105], [6.486, 0.691, -0.640], [6.455, 0.165, -2.329], [4.851, -1.372, -0.497], [2.442, -1.828, -0.258], [3.858, 2.351, -2.351], [2.256, 3.476, -3.174], [0.535, 6.079, -3.069], [-0.615, 5.525, -4.280], [1.251, 4.634, -5.383], [-1.931, 4.188, -2.642], [-2.075, 2.030, -1.414], [2.245, -4.916, -2.762], [1.083, -3.671, -1.792], [1.645, -4.196, 0.010], [-0.596, -4.683, -1.784], [-1.553, -4.383, -2.940], [-0.793, -4.356, -4.271], [-2.305, -3.062, -2.731], [-1.432, -1.308, -2.796], [-3.065, -0.283, -3.063], [-0.663, -1.063, -4.562], [-2.601, -5.513, -3.080], [-3.946, -6.100, -1.729], [-3.293, -5.490, 0.014], [-5.298, -4.696, -1.994], [2.035, -5.943, -2.460], [3.282, -4.682, -2.525], [2.109, -4.821, -3.837], [1.467, -5.261, 0.160], [1.080, -3.632, 0.751], [2.711, -4.003, 0.139], [-1.063, -4.444, -0.831], [-0.344, -5.748, -1.774], [-0.008, -3.595, -4.291], [-1.473, -4.159, -5.103], [-0.321, -5.323, -4.452], [-2.820, -3.061, -1.767], [-3.071, -2.966, -3.507], [-3.562, -0.648, -3.962], [-2.834, 0.773, -3.192], [-3.713, -0.407, -2.198], [-1.274, -1.562, -5.313], [0.356, -1.440, -4.604], [-0.655, 0.009, -4.760], [-2.057, -6.430, -3.322], [-3.220, -5.298, -3.958], [-2.413, -6.060, 0.308], [-4.090, -5.718, 0.723], [-3.088, -4.424, 0.074], [-5.577, -4.661, -3.048], [-4.961, -3.712, -1.670], [-6.184, -4.963, -1.419], [-2.211, -0.173, -0.059], [-2.085, -1.371, 0.920], [-1.676, -0.826, 2.209], [-0.884, -2.069, 0.258], [-3.275, -2.149, 0.970], [-1.247, 4.251, 1.200], [-1.701, 3.285, 2.747], [-2.009, 4.491, 4.156], [-3.203, 2.222, 2.446], [0.161, 2.040, 3.449], [0.654, 0.051, 1.879], [-0.131, 0.924, 5.500], [0.136, 2.208, 6.845], [1.152, -0.433, 5.665], [-1.861, 0.218, 5.583], [2.235, 3.117, 3.158], [2.334, 4.579, 4.327], [3.641, 1.929, 3.527], [2.405, 3.683, 1.370], [-2.115, 4.792, 0.815], [-0.880, 3.586, 0.419], [-0.465, 4.982, 1.412], [-2.795, 5.204, 3.898], [-1.112, 5.062, 4.401], [-2.325, 3.963, 5.058], [-4.008, 2.830, 2.024], [-3.563, 1.778, 3.375], [-2.986, 1.408, 1.754], [1.177, 2.534, 6.881], [-0.116, 1.793, 7.823], [-0.485, 3.093, 6.691], [2.167, -0.035, 5.606], [1.043, -1.188, 4.885], [1.039, -0.932, 6.630], [-2.597, 1.001, 5.779], [-1.922, -0.511, 6.395], [-2.137, -0.284, 4.654], [2.153, 4.267, 5.357], [1.588, 5.337, 4.078], [3.316, 5.056, 4.289], [3.681, 1.667, 4.585], [4.592, 2.395, 3.259], [3.549, 1.000, 2.960], [1.716, 4.490, 1.119], [2.213, 2.850, 0.687], [3.423, 4.039, 1.191]],
  "mulliken_spin": [2.0387, 0.0000, 0.0021, -0.0101, -0.0128, 0.0288, -0.0130, 0.0497, -0.0196, -0.0027, 0.0008, 0.0024, -0.0003, 0.0003, -0.0082, 0.0041, -0.0499, 0.0000, 0.0003, 0.0008, 0.0001, -0.0135, -0.0008, 0.0003, 0.0007, 0.0003, 0.0000, -0.0003, -0.0084, 0.0050, 0.0069, -0.0050, 0.0072, 0.0043, 0.0004, -0.0006, 0.0140, 0.0051, -0.0021, -0.0014, 0.0001, -0.0004, 0.0000, 0.0005, -0.0001, -0.0001, 0.0001, 0.0050, -0.0015, -0.0066, 0.0020, 0.0016, 0.0003, 0.0000, -0.0034, -0.0003, -0.0020, -0.0013, 0.0033, -0.0015, -0.0011, 0.0000, -0.0002, -0.0001, 0.0001, -0.0004, 0.0003, 0.0000, 0.0001, 0.0000, 0.0205, 0.0346, 0.0903, 0.0361, -0.0066, 0.0015, -0.0047, 0.0014, 0.0014, 0.0669, 0.6553, 0.0073, 0.0018, 0.0069, -0.0021, 0.0236, 0.0046, 0.0506, -0.0292, 0.0000, 0.0012, 0.0001, 0.0003, -0.0001, 0.0000, -0.0005, 0.0004, 0.0006, -0.0002, 0.0000, 0.0001, 0.0004, -0.0023, -0.0002, 0.0006, 0.0002, -0.0008, -0.0005, -0.0003, 0.0012, 0.0016, 0.0044, -0.0266, 0.0022, 0.0385, 0.0016],
  "s_squared": 3.77,
  "total_charge": 1,
  "max_force_ev_per_a": 1.2,
  "relative_energy_kj_mol": 33.1,
  "spin_multiplicity": 4
}